# 1
Formula: C4H10N2O2
Source: the OMol25 dataset
Level of theory: ωB97M-V/def2-TZVPD

The geometry in ORCA input format:
```
! RIJCOSX wB97M-V def2-TZVPD def2/J DEFGRID3
* xyz 0 1
C 0.22 -0.73 -0.37
C 0.28 -0.97 -1.82
C 0.35 -0.98 1.99
C -0.98 1.50 0.04
N 0.30 -1.55 0.57
N 0.37 0.80 0.16
O 0.22 -2.78 0.47
O 1.16 1.58 -0.85
H -0.24 -0.18 -2.22
H 1.23 -1.15 -2.25
H -0.26 -2.01 -1.85
H 1.44 -1.13 2.28
H 0.18 0.12 1.96
H -0.19 -1.37 2.79
H -1.35 1.78 1.01
H -0.84 2.49 -0.37
H -1.61 0.84 -0.55
H 2.04 1.52 -0.51
*
```

- relative energy (zero: lowest compared OMol25 entry of this formula, charge and spin) (kcal/mol) = 166.7
- HOMO-LUMO gap (eV) = 9.2
- E_tot (eV) = -11379.6721
- HOMO (Ha) = -0.3111
- strongest force on any atom (eV/Å) = 6.03



# 2
Formula: ClH3NO2P
Source: the OMol25 dataset
Level of theory: ωB97M-V/def2-TZVPD

The geometry in ORCA input format:
```
! RIJCOSX wB97M-V def2-TZVPD def2/J DEFGRID3
* xyz 0 1
N 1.21 0.21 -0.21
O 0.50 1.41 -0.42
H 0.82 -0.39 0.58
H 2.21 0.29 0.10
H 1.26 -0.47 -1.03
O -1.12 -1.30 0.55
P -2.31 -0.81 -0.13
Cl -2.56 1.06 0.55
*
```

- relative energy (zero: lowest compared OMol25 entry of this formula, charge and spin) (kcal/mol) = 86.7
- HOMO-LUMO gap (eV) = 7.7
- E_tot (eV) = -27443.0874
- HOMO (Ha) = -0.3174
- strongest force on any atom (eV/Å) = 1.86
- SMILES = [NH3+][O-].O=PCl



# 3
Formula: H19NaO10
Source: the OMol25 dataset
Level of theory: ωB97M-V/def2-TZVPD

The geometry in ORCA input format:
```
! RIJCOSX wB97M-V def2-TZVPD def2/J DEFGRID3
* xyz 0 1
Na -2.38 0.02 -0.37
O -0.73 -0.40 0.25
H 0.04 0.16 0.09
O 1.45 0.95 -0.14
H 1.40 1.64 -0.80
H 2.06 1.29 0.51
O 1.41 -0.43 -2.13
H 0.48 -0.29 -2.01
H 1.83 0.27 -1.64
O -1.39 -1.36 2.12
H -2.24 -1.39 1.68
H -0.81 -0.92 1.49
O 0.14 -2.21 -0.50
H -0.24 -1.46 -0.05
H -0.13 -2.09 -1.42
O 0.99 0.38 2.06
H 0.49 0.31 1.25
H 1.59 1.11 1.91
O -1.67 1.80 -0.79
H -0.82 1.41 -1.00
H -1.49 2.42 -0.09
O -0.71 -0.02 -1.91
H -0.60 0.00 -0.96
H -0.83 -0.94 -2.12
O -1.13 1.41 1.64
H -0.91 0.63 1.12
H -1.16 1.09 2.54
O 2.10 -1.33 -0.15
H 1.21 -1.67 -0.25
H 2.03 -0.39 -0.34
*
```

- relative energy (zero: lowest compared OMol25 entry of this formula, charge and spin) (kcal/mol) = 319.8
- HOMO-LUMO gap (eV) = 6.9
- E_tot (eV) = -25187.9315
- HOMO (Ha) = -0.2908
- strongest force on any atom (eV/Å) = 7.55



# 4
Formula: C20H39F3NO11
Source: the OMol25 dataset
Level of theory: ωB97M-V/def2-TZVPD

The geometry in ORCA input format:
```
! RIJCOSX wB97M-V def2-TZVPD def2/J DEFGRID3
* xyz 1 1
C 5.10 -1.28 -5.76
C 4.11 -0.18 -6.14
C 3.48 0.47 -4.93
O 4.04 0.62 -3.87
O 2.16 0.90 -5.09
C 2.02 1.96 -6.01
C 0.56 2.31 -6.15
N -0.14 1.52 -7.22
C -0.16 0.03 -7.00
C -1.56 -0.49 -6.71
C -1.89 -0.59 -5.22
F -2.24 -1.86 -4.90
F -2.91 0.22 -4.90
F -0.82 -0.26 -4.45
H 5.12 -1.42 -4.69
H 4.82 -2.20 -6.26
H 6.10 -1.03 -6.07
H 3.30 -0.57 -6.75
H 4.62 0.61 -6.69
H 2.49 1.77 -6.98
H 2.50 2.84 -5.61
H 0.51 3.35 -6.44
H 0.04 2.24 -5.21
H -1.09 1.89 -7.30
H 0.30 1.72 -8.11
H 0.56 -0.25 -6.24
H 0.16 -0.42 -7.93
H -2.32 0.13 -7.18
H -1.67 -1.47 -7.16
C -1.23 2.17 -2.56
C -0.90 2.54 -1.13
O -1.49 3.78 -0.75
C -2.80 3.73 -0.51
O -3.50 2.75 -0.57
O -3.21 4.95 -0.18
C -4.62 5.06 0.04
H -0.94 2.98 -3.23
H -0.69 1.27 -2.84
H -2.29 1.99 -2.69
H 0.18 2.68 -1.03
H -1.19 1.75 -0.44
H -4.96 4.34 0.79
H -5.16 4.92 -0.89
H -4.79 6.07 0.41
C -1.75 0.98 2.22
C -1.48 1.56 3.59
O -1.00 0.57 4.51
C 0.27 0.21 4.34
O 1.03 0.64 3.51
O 0.55 -0.73 5.24
C 1.87 -1.28 5.12
H -2.44 0.14 2.29
H -2.19 1.74 1.57
H -0.83 0.62 1.76
H -2.41 1.93 4.03
H -0.78 2.40 3.55
H 2.62 -0.50 5.13
H 1.94 -1.87 4.20
H 2.02 -1.94 5.97
C 0.82 -6.17 10.44
C 0.10 -6.22 9.11
O -0.69 -5.05 8.88
C -0.02 -3.96 8.53
O 1.17 -3.88 8.37
O -0.89 -2.97 8.37
C -0.28 -1.71 8.07
H 0.11 -6.00 11.25
H 1.35 -7.10 10.63
H 1.55 -5.36 10.46
H -0.60 -7.05 9.11
H 0.79 -6.37 8.28
H 0.38 -1.79 7.22
H 0.28 -1.35 8.94
H -1.08 -1.01 7.85
*
```

- HOMO-LUMO gap (eV) = 8.1
- E_tot (eV) = -53531.5648
- HOMO (Ha) = -0.4285
- strongest force on any atom (eV/Å) = 1.50



# 5
Formula: C12H17F6O2
Source: the OMol25 dataset
Level of theory: ωB97M-V/def2-TZVPD

The geometry in ORCA input format:
```
! RIJCOSX wB97M-V def2-TZVPD def2/J DEFGRID3
* xyz -1 1
F 0.43 -1.27 1.93
C -0.53 -0.91 1.08
F -0.73 -1.85 0.15
C -1.19 0.27 1.10
F -1.04 1.14 0.05
C -2.18 0.73 2.10
C -3.58 0.94 1.33
C -4.75 0.36 2.08
C -5.49 -0.69 1.39
F -5.39 -1.97 1.94
F -5.17 -0.93 0.06
F -6.85 -0.47 1.38
H -1.88 1.70 2.51
H -2.31 0.02 2.90
H -3.69 2.03 1.27
H -3.45 0.59 0.30
H -5.48 1.17 2.23
C 3.29 2.20 -2.07
C 3.09 2.78 -0.70
O 4.03 3.10 0.00
C 1.67 2.95 -0.23
H 4.35 2.13 -2.29
H 2.85 1.20 -2.13
H 2.81 2.83 -2.82
H 1.15 1.99 -0.19
H 1.13 3.61 -0.91
H 1.67 3.38 0.77
C 3.11 -3.53 -2.24
C 2.92 -2.17 -1.60
O 3.32 -1.17 -2.15
C 2.23 -2.15 -0.27
H 3.62 -3.42 -3.19
H 3.71 -4.17 -1.59
H 2.14 -4.00 -2.40
H 2.81 -2.74 0.45
H 1.23 -2.57 -0.35
H 2.16 -1.13 0.10
*
```

- HOMO-LUMO gap (eV) = 5.4
- E_tot (eV) = -33116.8360
- HOMO (Ha) = -0.1045
- strongest force on any atom (eV/Å) = 1.71



# 6
Formula: C11H10N2O2
Source: the OMol25 dataset
Level of theory: ωB97M-V/def2-TZVPD

The geometry in ORCA input format:
```
! RIJCOSX wB97M-V def2-TZVPD def2/J DEFGRID3
* xyz 0 1
C -0.30 -0.76 1.27
C -1.50 -0.52 1.78
C -0.82 0.68 -0.64
C 0.00 -0.28 -0.11
C 3.27 0.80 -1.25
C 1.10 -0.70 -0.77
C 3.70 -0.50 -1.40
C 5.08 -0.47 -1.28
C 2.30 3.05 -1.10
C -2.58 0.17 1.03
C -2.11 1.19 0.02
N 3.10 -1.66 -1.54
N 3.03 1.93 -1.32
O 1.29 3.40 -1.66
O 1.65 -1.64 -1.33
H 0.49 -1.16 1.89
H -1.73 -0.74 2.82
H -0.46 1.06 -1.62
H 5.69 -1.32 -1.22
H 5.59 0.41 -1.25
H 2.67 3.64 -0.20
H -3.03 -0.62 0.36
H -3.24 0.72 1.78
H -2.07 2.19 0.37
H -2.84 1.09 -0.83
*
```

- relative energy (zero: lowest compared OMol25 entry of this formula, charge and spin) (kcal/mol) = 254.6
- HOMO-LUMO gap (alpha / beta) (eV) = 5.9 / 5.9
- E_tot (eV) = -18633.5895
- HOMO (alpha / beta) (Ha) = -0.2588 / -0.2585
- strongest force on any atom (eV/Å) = 4.94



# 7
Formula: C31H49N2O2P2Zr
Source: the OMol25 dataset
Level of theory: ωB97M-V/def2-TZVPD

The geometry in ORCA input format:
```
! RIJCOSX wB97M-V def2-TZVPD def2/J DEFGRID3
* xyz 3 1
C -1.64 -1.56 -2.27
C 0.59 -2.20 -1.80
C -1.72 -2.50 -3.29
C 0.48 -3.26 -2.72
C -0.67 -3.41 -3.46
H -2.60 -2.50 -3.93
H 1.37 -3.87 -2.89
H -0.75 -4.21 -4.19
N -0.59 -1.59 -1.41
P -2.73 0.03 -0.30
P 2.55 -0.46 -0.37
C -2.66 -0.45 -2.09
H -2.39 0.44 -2.69
H -3.65 -0.76 -2.47
C 0.03 1.73 1.38
O 0.23 2.79 1.84
C 1.87 -1.72 -1.40
H 2.64 -2.47 -1.65
C 3.91 0.10 -1.67
C 3.51 -1.12 1.23
C -3.47 1.77 -0.31
C -3.93 -1.28 0.34
C 3.94 1.63 -1.54
H 4.23 1.96 -0.54
H 4.67 2.04 -2.25
H 2.97 2.08 -1.77
C 5.30 -0.50 -1.47
H 5.76 -0.29 -0.51
H 5.29 -1.59 -1.64
H 5.96 -0.08 -2.24
C 3.52 -0.32 -3.10
H 4.23 0.13 -3.80
H 3.59 -1.40 -3.23
H 2.51 0.01 -3.38
C 4.39 0.04 1.73
H 3.79 0.92 1.98
H 4.90 -0.29 2.66
H 5.17 0.35 1.03
C 2.50 -1.46 2.32
H 1.84 -0.62 2.59
H 1.92 -2.36 2.08
H 3.06 -1.70 3.24
C 4.30 -2.39 0.91
H 5.12 -2.24 0.22
H 4.73 -2.76 1.85
H 3.64 -3.17 0.51
C -4.38 -0.87 1.75
H -4.95 -1.70 2.20
H -3.53 -0.66 2.41
H -5.04 0.01 1.74
C -3.21 -2.64 0.42
H -2.91 -3.01 -0.57
H -2.33 -2.63 1.07
H -3.91 -3.38 0.84
C -5.15 -1.50 -0.58
H -5.83 -2.20 -0.07
H -5.71 -0.59 -0.79
H -4.86 -1.97 -1.53
C -2.66 2.64 -1.29
H -2.84 2.36 -2.33
H -2.99 3.69 -1.17
H -1.58 2.60 -1.09
C -3.35 2.35 1.11
H -2.30 2.41 1.43
H -3.77 3.36 1.10
H -3.90 1.76 1.85
C -4.94 1.75 -0.75
H -5.07 1.30 -1.74
H -5.59 1.25 -0.02
H -5.29 2.80 -0.81
Zr -0.17 -0.16 0.33
N 0.34 0.95 -1.37
C 0.83 1.01 -2.47
C 0.79 1.87 -3.63
C 0.58 3.25 -3.41
C 0.94 1.38 -4.94
C 0.55 4.13 -4.49
H 0.46 3.62 -2.39
C 0.94 2.27 -6.02
H 1.07 0.30 -5.10
C 0.76 3.64 -5.79
H 0.38 5.19 -4.32
H 1.09 1.89 -7.03
H 0.78 4.34 -6.63
O -0.60 -1.81 2.01
H -0.98 -1.61 2.88
H -0.16 -2.67 2.08
*
```

- HOMO-LUMO gap (eV) = 4.4
- E_tot (eV) = -59847.9018
- HOMO (Ha) = -0.5809
- strongest force on any atom (eV/Å) = 8.62



# 8
Formula: C28H41Br2Cl3N2O2Si2V
Source: the OMol25 dataset
Level of theory: ωB97M-V/def2-TZVPD

The geometry in ORCA input format:
```
! RIJCOSX wB97M-V def2-TZVPD def2/J DEFGRID3
* xyz 2 2
V -1.06 -1.09 0.62
O 0.42 -5.94 3.28
C -0.87 -5.48 3.32
C -1.81 -6.29 3.95
C -3.14 -5.92 3.97
C -3.56 -4.74 3.36
C -2.63 -3.95 2.71
C -1.28 -4.30 2.69
C -0.30 -3.49 1.90
O -0.59 -2.08 1.98
N -0.40 -3.73 0.48
N 0.17 -2.69 -0.26
C 0.96 -3.04 -1.21
C 1.47 -2.24 -2.28
Br 0.63 -0.58 -2.62
C 2.42 -2.68 -3.11
C 3.22 -3.89 -2.96
C 3.52 -4.64 -4.10
C 4.25 -5.81 -4.00
C 4.72 -6.23 -2.77
C 4.48 -5.47 -1.63
C 3.73 -4.31 -1.72
H 1.06 -5.23 3.43
H -1.47 -7.20 4.42
H -3.86 -6.55 4.47
H -4.60 -4.45 3.37
H -2.96 -3.07 2.17
H 0.71 -3.50 2.32
H -0.12 -4.67 0.19
H 1.25 -4.09 -1.28
H 2.62 -2.10 -4.01
H 3.16 -4.31 -5.07
H 4.46 -6.39 -4.89
H 5.31 -7.14 -2.69
H 4.89 -5.78 -0.68
H 3.60 -3.68 -0.85
C -1.38 5.61 1.28
C -0.76 4.21 1.55
C -1.77 3.37 2.33
C 0.48 4.38 2.44
Si -0.34 3.52 -0.17
Br 0.15 0.97 0.61
C -1.76 3.29 -1.39
C -1.52 2.19 -2.43
C -1.87 4.65 -2.14
C -3.10 3.01 -0.71
C 1.38 3.89 -0.86
C 1.58 3.38 -2.29
C 2.55 3.38 -0.01
C 1.44 5.44 -0.90
H -1.59 6.07 2.25
H -2.32 5.55 0.74
H -0.70 6.28 0.76
H -1.93 3.83 3.31
H -1.39 2.36 2.51
H -2.74 3.30 1.84
H 0.16 4.81 3.39
H 1.21 5.06 2.02
H 0.97 3.43 2.65
H -0.66 2.39 -3.07
H -2.40 2.12 -3.07
H -1.38 1.22 -1.96
H -0.97 4.88 -2.71
H -2.10 5.49 -1.48
H -2.69 4.57 -2.86
H -3.08 2.06 -0.16
H -3.87 2.92 -1.48
H -3.42 3.79 -0.03
H 1.56 2.29 -2.34
H 2.56 3.70 -2.63
H 0.84 3.77 -2.99
H 2.59 2.29 0.03
H 2.54 3.77 1.01
H 3.48 3.72 -0.48
H 0.67 5.89 -1.52
H 2.40 5.72 -1.34
H 1.40 5.90 0.09
Cl -2.40 0.23 4.17
Si -2.81 -0.28 2.28
Cl -4.79 -0.38 2.07
Cl -2.61 -1.30 -0.84
*
```

- relative energy (zero: lowest compared OMol25 entry of this formula, charge and spin) (kcal/mol) = 31.6
- expectation value of S² = 0.767
- HOMO-LUMO gap (alpha / beta) (eV) = 5.5 / 6.0
- E_tot (eV) = -255860.7471
- HOMO (alpha / beta) (Ha) = -0.4965 / -0.4966
- strongest force on any atom (eV/Å) = 1.10



# 9
Formula: C18H18N2O3
Source: the OMol25 dataset
Level of theory: ωB97M-V/def2-TZVPD

The geometry in ORCA input format:
```
! RIJCOSX wB97M-V def2-TZVPD def2/J DEFGRID3
* xyz 0 1
C 5.67 -2.46 1.92
O 4.98 -1.20 2.14
C 3.68 -1.10 1.78
C 3.07 0.18 1.93
C 1.75 0.36 1.59
C 0.94 -0.72 1.12
C -0.46 -0.51 0.90
N -1.38 -1.26 1.42
C -2.82 -0.96 1.20
C -1.10 -2.42 2.29
C 1.58 -1.98 0.93
C 2.91 -2.17 1.26
H 6.69 -2.27 2.25
H 5.22 -3.26 2.52
H 5.66 -2.74 0.86
H 3.68 0.99 2.32
H 1.28 1.34 1.72
H -0.83 0.54 0.37
H -3.39 -1.78 1.64
H -3.10 -0.02 1.68
H -3.03 -0.89 0.13
H -2.05 -2.71 2.73
H -0.70 -3.26 1.72
H -0.39 -2.17 3.09
H 1.01 -2.81 0.51
H 3.38 -3.15 1.11
C -2.45 2.96 -4.68
C -1.85 1.80 -4.16
C -1.76 1.67 -2.77
C -2.28 2.63 -1.93
C -2.89 3.78 -2.42
C -2.96 3.95 -3.82
C -2.00 2.21 -0.52
O -2.36 2.76 0.52
N -1.27 1.03 -0.61
C -1.13 0.59 -1.92
O -0.62 -0.45 -2.30
H -2.51 3.11 -5.76
H -1.45 1.02 -4.80
H -3.29 4.52 -1.73
H -3.42 4.84 -4.24
*
```

- relative energy (zero: lowest compared OMol25 entry of this formula, charge and spin) (kcal/mol) = 99.4
- HOMO-LUMO gap (eV) = 7.9
- E_tot (eV) = -28078.2282
- HOMO (Ha) = -0.2810
- strongest force on any atom (eV/Å) = 4.51



# 10
Formula: C7H7NO2S
Source: the OMol25 dataset
Level of theory: ωB97M-V/def2-TZVPD

The geometry in ORCA input format:
```
! RIJCOSX wB97M-V def2-TZVPD def2/J DEFGRID3
* xyz 0 1
O -3.09 -0.14 -1.60
S -3.04 0.06 -0.13
O -4.23 0.12 0.64
C -1.69 0.88 0.61
C -0.60 1.07 -0.46
C 0.78 0.63 -0.05
C 1.41 -0.54 -0.16
C 0.79 -1.79 -0.81
C -0.11 -2.41 -0.03
C -0.98 -1.90 0.78
N -1.92 -0.74 0.71
H -1.73 1.26 1.57
H -0.57 2.15 -0.63
H -1.00 0.58 -1.38
H 1.19 1.54 0.34
H 2.31 -0.59 0.26
H 1.07 -1.88 -1.84
H -1.24 -2.15 1.76
*
```

- relative energy (zero: lowest compared OMol25 entry of this formula, charge and spin) (kcal/mol) = 135.8
- HOMO-LUMO gap (eV) = 9.2
- E_tot (eV) = -23785.2947
- HOMO (Ha) = -0.3544
- strongest force on any atom (eV/Å) = 4.98
- SMILES = O=S1(=O)[C@@H]2C/C=C\C=C=CN21



# 11
Formula: C4H3Cl2O3S2
Source: the OMol25 dataset
Level of theory: ωB97M-V/def2-TZVPD

The geometry in ORCA input format:
```
! RIJCOSX wB97M-V def2-TZVPD def2/J DEFGRID3
* xyz -1 1
C -0.41 1.24 -0.17
C 0.17 2.37 0.25
C 0.46 0.03 0.03
C 1.64 0.59 0.75
O 2.70 -0.67 -1.78
O 4.36 1.00 -1.11
O 4.38 -1.20 -0.03
S 1.71 2.28 1.00
S 3.59 -0.20 -0.74
Cl -0.53 3.88 0.01
Cl 1.89 -0.41 2.21
H -1.25 1.30 -0.72
H 0.01 -0.74 0.68
H 0.61 -0.49 -1.00
*
```

- relative energy (zero: lowest compared OMol25 entry of this formula, charge and spin) (kcal/mol) = 39.0
- HOMO-LUMO gap (alpha / beta) (eV) = 6.9 / 6.9
- E_tot (eV) = -57054.1496
- HOMO (alpha / beta) (Ha) = -0.1480 / -0.1480
- strongest force on any atom (eV/Å) = 5.11



# 12
Formula: C7H15N2
Source: the OMol25 dataset
Level of theory: ωB97M-V/def2-TZVPD

The geometry in ORCA input format:
```
! RIJCOSX wB97M-V def2-TZVPD def2/J DEFGRID3
* xyz 1 3
C -1.01 -1.23 0.37
C -1.58 -0.09 -0.10
C 1.00 -0.15 0.66
C -1.41 1.25 -0.85
C 0.60 0.86 1.67
C 2.74 -0.84 -1.16
C 2.43 -0.03 0.22
N 0.37 -1.24 0.34
N -3.16 -0.33 -0.22
H -1.49 -2.20 0.51
H -1.49 1.05 -1.88
H -0.31 1.52 -0.68
H -1.98 2.03 -0.48
H 1.44 1.21 2.16
H -0.14 0.42 2.37
H 0.17 1.67 1.06
H 3.46 -1.54 -0.82
H 3.19 -0.17 -1.83
H 1.82 -1.26 -1.45
H 2.85 0.89 0.21
H 2.95 -0.56 0.92
H -3.46 -0.21 -1.27
H -3.81 0.28 0.28
H -3.18 -1.33 -0.02
*
```

- relative energy (zero: lowest compared OMol25 entry of this formula, charge and spin) (kcal/mol) = 49.1
- expectation value of S² = 2.011
- HOMO-LUMO gap (alpha / beta) (eV) = 5.9 / 8.0
- E_tot (eV) = -10469.7263
- HOMO (alpha / beta) (Ha) = -0.3444 / -0.5230
- strongest force on any atom (eV/Å) = 8.05



Q: Look up the strongest force on any atom of the seventh one.
A: 8.62 eV/Å



Q: Look up the strongest force on any atom of the twelfth one.
A: 8.05 eV/Å



Q: Which of these has the lowest E_tot?
A: C28H41Br2Cl3N2O2Si2V



Q: The highest strongest force on any atom belongs to which entry?
A: C31H49N2O2P2Zr